Record 1
The molecule C4H5NO3S at a distorted geometry, computed with the ωB97M-V functional and the def2-TZVPD basis.

Computed properties:
energy relative to the best compared isomer or geometry (same formula, charge and spin): 16.1 kcal/mol
structure (SMILES): O=S(=O)(O)c1ccc[nH]1

The geometry in ORCA input format:
```
! wB97M-V def2-TZVPD RIJCOSX def2/J DEFGRID3
* xyz 0 1
O 0.6395 2.2007 -1.7488
S 0.0410 1.8580 -0.4470
O -1.2515 2.4847 -0.2069
O 1.0317 2.4088 0.7356
C -0.0091 0.0676 -0.1779
C -1.1746 -0.6447 -0.1289
C -0.8614 -2.0202 0.1686
C 0.5268 -2.0961 0.2555
N 1.0566 -0.8299 0.0087
H 0.6374 3.2628 0.8977
H -2.2051 -0.3090 -0.2663
H -1.5448 -2.8359 0.3307
H 1.0837 -2.9873 0.4668
H 2.0299 -0.5596 0.1123
*
```

Results of the natural (NBO) charge analysis, in e, for atoms 1 through 4: -0.90, 2.29, -0.92, -0.86

***

Record 2
A structure of composition C16H24F12MnO12P2 at a distorted geometry, computed with the ωB97M-V functional and the def2-TZVPD basis.

Computed properties:
energy relative to the best compared isomer or geometry (same formula, charge and spin): 10.6 kcal/mol

The geometry in ORCA input format:
```
! wB97M-V def2-TZVPD RIJCOSX def2/J DEFGRID3
* xyz 0 6
Mn 3.1530 -1.1733 -1.1146
P 2.1096 0.5544 0.9016
F 2.4982 2.1409 1.0605
F 2.2804 0.3807 2.5262
F 0.5696 1.0334 0.8596
F 1.7683 -0.9848 0.6724
F 2.0772 0.6631 -0.6609
F 3.6732 0.1992 0.6168
P 5.0072 0.5045 -2.9122
F 5.2811 -0.6816 -1.8271
F 5.0625 1.6289 -1.7109
F 6.5857 0.8113 -3.1683
F 4.4007 1.6637 -3.8882
F 4.9701 -0.6373 -4.1102
F 3.4252 0.1504 -2.8344
C -0.9435 4.5745 0.5354
C -1.8472 3.5645 -0.2574
C -3.2259 3.3109 0.2336
O -4.0798 3.1064 -0.8664
C -3.3996 3.6898 -1.9388
O -3.9116 3.7780 -3.0320
O -2.2174 4.0783 -1.5524
H -0.8716 4.3432 1.5981
H -1.3005 5.6004 0.4449
H 0.0446 4.4473 0.0931
H -1.2286 2.6829 -0.4256
H -3.7510 4.0517 0.8365
H -3.1965 2.3559 0.7583
C -3.0241 0.1407 -1.9873
C -2.0441 -0.3878 -3.0364
C -1.2098 0.7642 -3.6852
O 0.0982 0.4106 -3.4090
C 0.1645 -0.5970 -2.5401
O 1.1721 -1.1336 -2.0539
O -1.1059 -1.1953 -2.3793
H -3.8633 0.6041 -2.5060
H -2.3791 0.7995 -1.4058
H -3.5229 -0.7311 -1.5640
H -2.4883 -0.8102 -3.9377
H -1.5406 1.7493 -3.3560
H -1.4277 0.7632 -4.7532
C -1.3596 -5.6551 -2.7343
C -0.9956 -4.4935 -1.7499
C -1.3308 -4.6290 -0.2894
O -0.2737 -3.9609 0.2260
C 0.7808 -3.9591 -0.6168
O 1.9434 -3.6648 -0.3455
O 0.3537 -4.3387 -1.7906
H -2.3955 -5.9006 -2.5004
H -0.7757 -6.5720 -2.6531
H -1.3940 -5.3215 -3.7715
H -1.4667 -3.5724 -2.0930
H -1.5574 -5.6240 0.0937
H -2.1874 -3.9581 -0.2251
C -0.5057 0.4444 4.5995
C 0.6415 -0.0847 5.4463
C 1.8897 0.7609 5.5488
O 1.7930 1.2065 6.9699
C 0.9814 0.4006 7.6637
O 0.8740 0.3448 8.8690
O 0.1887 -0.3095 6.8012
H -0.9857 1.3865 4.8643
H -1.2928 -0.3083 4.5539
H -0.1311 0.7554 3.6243
H 0.8631 -1.0004 4.8981
H 1.7315 1.5970 4.8676
H 2.8483 0.2429 5.5201
*
```

Results of the natural (NBO) charge analysis, in e, for atoms 1 through 4: 1.76, 2.59, -0.57, -0.56

***

Record 3
The molecule C5H6N2O at a distorted geometry, computed with the ωB97M-V functional and the def2-TZVPD basis.

Computed properties:
energy relative to the best compared isomer or geometry (same formula, charge and spin): 75.8 kcal/mol
structure (SMILES): O=C1CN=CN2C[C@H]12

The geometry in ORCA input format:
```
! wB97M-V def2-TZVPD RIJCOSX def2/J DEFGRID3
* xyz 0 1
O 2.3795 -0.6006 -0.0892
C 1.2817 -0.2144 -0.0347
C 0.9704 1.3488 0.0033
N -0.3824 1.6428 0.0407
C -1.2067 0.8413 -0.2772
N -1.0187 -0.4854 -0.7038
C -1.0184 -1.2710 0.5015
C 0.1550 -1.2049 -0.3537
H 1.3695 1.6592 -1.0932
H 1.5704 1.9785 0.8725
H -2.2075 1.2459 -0.0764
H -1.7374 -2.0755 0.5590
H -0.6916 -0.7721 1.5077
H 0.5363 -2.0926 -0.8564
*
```

Results of the natural (NBO) charge analysis, in e, for atoms 1 through 4: -0.51, 0.56, -0.35, -0.47

***

Record 4
A cluster of 2 separate species, C5H11O2 in total at a distorted geometry, computed with the ωB97M-V functional and the def2-TZVPD basis.

Computed properties:
energy relative to the best compared isomer or geometry (same formula, charge and spin): 34.3 kcal/mol

The geometry in ORCA input format:
```
! wB97M-V def2-TZVPD RIJCOSX def2/J DEFGRID3
* xyz -1 1
C -0.3686 1.8863 0.2622
C 0.2018 0.5183 -0.3092
C -0.1498 3.0535 -0.6032
H 0.0772 1.8248 1.2620
H -1.5178 1.8325 0.3919
H 0.3137 -0.1516 0.4849
H -0.5651 -0.0117 -0.9160
H 0.2640 3.9623 -0.1147
H -1.0438 3.3812 -1.1760
H 1.1982 0.6731 -0.7930
H 0.4250 3.0595 -1.4419
C -0.0765 -2.8635 -0.2200
C 0.3868 -2.8784 1.2224
O 1.5339 -2.4247 1.4098
O -0.3589 -3.2988 2.1549
H -1.1209 -2.6794 -0.2405
H 0.4049 -3.8365 -0.5974
H 0.3960 -2.0470 -0.7762
*
```

Results of the natural (NBO) charge analysis, in e, for atoms 1 through 4: -0.42, -0.61, -0.62, 0.22

***

> What is the energy relative to the best compared isomer or geometry (same formula, charge and spin) in the second record?

10.6 kcal/mol

***

> What is the energy relative to the best compared isomer or geometry (same formula, charge and spin) in the first record?

16.1 kcal/mol